Here is a single C3H2F2OS2 molecule at a distorted geometry from OMol25. Energies are from ωB97M-V/def2-TZVPD.

Calculated values
ΔE to the lowest compared entry with this formula, charge and spin	32.1	kJ/mol
E_HOMO	-9.89	eV
frontier orbital gap	0.285	Eh
SMILES	O=C(S)C(=S)C(F)F
molecular weight	156.18	g/mol

Bonds (Å) are listed after each position.
Element x y z (Å)
1 O 0.3650 -1.8917 -0.2179  C2 1.248
2 C 0.7359 -0.7178 -0.0116  O1 1.248, S3 1.726, C4 1.510
3 S 2.4038 -0.2859 0.0878  C2 1.726, H9 1.368
4 C -0.2563 0.4126 -0.1465  C2 1.510, S5 1.649, C6 1.549
5 S 0.1884 2.0005 -0.1152  C4 1.649
6 C -1.7677 0.1141 0.0193  C4 1.549, F7 1.355, F8 1.379, H10 1.041
7 F -2.2482 -0.6994 -0.9519  C6 1.355
8 F -1.8234 -0.4561 1.2740  C6 1.379
9 H 2.4175 -1.6418 -0.0894  S3 1.368
10 H -2.4385 0.8878 0.2043  C6 1.041